No. 1
25
Properties=species:S:1:pos:R:3:forces:R:3 method="wB97M-V/def2-TZVPD" charge=+2 s_squared=0.75 max_force_ev_per_a=3.6 e_lumo_ev="-7.0 / -13.4" homo_energy_ev="-20.43 / -20.44" energy_ev=-7982.1735 de_lowest_ev=0.0000 homo_lumo_gap_ev="13.383 / 7.004" spin_multiplicity=2
C 2.1691 -1.5073 0.0986 -1.01 -0.22 -0.67
C 0.8947 -1.9067 0.8402 -0.23 0.22 1.05
N 1.9070 -0.8718 -1.2926 2.06 -1.16 -0.46
H 2.9155 -0.8680 0.5889 -0.54 -0.37 0.15
H 2.5261 -2.5145 -0.0801 1.18 0.43 -0.75
H -0.0334 -2.1226 0.3102 0.47 0.18 -0.80
H 0.6068 -1.2060 1.6360 0.44 -0.49 0.01
H 1.2378 -0.1236 -1.4021 -0.44 -0.10 0.14
H 2.7936 -0.5310 -1.6831 0.14 0.52 0.45
H 1.7813 -1.6298 -1.9664 -1.08 -0.05 -0.01
H 1.1418 -2.9047 1.2151 -0.26 0.42 0.79
C -0.8495 1.0220 0.0939 -1.82 -1.75 -0.38
C -1.4413 0.8590 1.5125 0.72 1.34 0.34
C -1.6146 0.0138 -0.8275 2.26 0.85 2.61
C -1.2157 2.6004 -0.2351 -0.71 2.57 0.41
H 0.2173 1.0716 -0.0418 0.65 0.25 -0.21
H -2.4824 0.6275 1.3972 -0.54 0.13 0.39
H -1.3632 0.2327 -1.8650 -0.53 -0.73 -0.02
H -1.3749 -0.9639 -0.3491 0.18 0.15 -1.33
H -2.5885 0.1181 -0.4121 -1.43 0.26 -1.11
H -1.5540 2.6309 -1.2871 -0.02 -1.11 -0.01
H -2.0072 2.9001 0.4500 0.02 -0.05 -0.23
H -0.4458 3.3775 -0.2242 0.44 -0.66 0.60
H -1.2450 1.6559 2.2695 -0.19 -0.54 -0.76
H -0.9404 -0.0475 1.8988 0.27 -0.09 -0.18



No. 2
27
Properties=species:S:1:pos:R:3:forces:R:3 method="wB97M-V/def2-TZVPD" smiles=CC(C)(N)O.CCNC charge=0 max_force_ev_per_a=3.4 e_lumo_ev=0.9 homo_energy_ev=-9.10 energy_ev=-11541.2916 de_lowest_ev=0.4140 homo_lumo_gap_ev=10.024 spin_multiplicity=1
C -1.2380 0.4453 -1.3583 -0.24 0.05 0.32
C -2.0134 0.4729 -0.0422 0.54 -0.78 0.68
C -3.3598 -0.2511 -0.1490 0.29 0.21 0.02
N -1.2633 -0.0652 1.1327 -0.08 -1.09 -0.64
O -2.1688 1.7953 0.3931 0.33 -0.05 2.83
H -0.2909 0.9639 -1.2319 0.11 0.00 0.02
H -1.0619 -0.5785 -1.6866 0.03 -0.02 -0.04
H -1.8126 0.9726 -2.1165 -0.03 0.00 -0.13
H -3.2321 -1.2743 -0.5030 -0.02 -0.04 -0.08
H -3.8473 -0.2737 0.8248 0.02 0.04 0.05
H -4.0011 0.2971 -0.8365 -0.03 -0.04 -0.08
H -1.4041 -1.0652 1.2475 0.00 0.05 0.04
H -0.2546 0.0785 1.0326 -0.07 -0.03 -0.19
H -1.9306 1.5174 1.4073 -0.97 1.66 -2.83
C 1.9329 -1.9882 -0.4742 0.08 0.24 -0.03
C 2.3518 -0.5265 -0.4075 0.00 -0.09 0.01
N 1.7850 0.1211 0.7693 0.20 -0.11 0.14
C 2.1412 1.5285 0.8752 0.02 -0.04 0.04
H 2.3362 -2.4573 -1.3696 0.02 -0.07 -0.02
H 0.8482 -2.0691 -0.4957 -0.08 -0.02 0.00
H 2.3009 -2.5352 0.3936 0.02 -0.06 0.04
H 1.9785 0.0060 -1.2872 0.04 -0.01 0.01
H 3.4529 -0.4519 -0.4266 -0.11 0.04 -0.03
H 2.1019 -0.3711 1.6008 -0.03 0.05 -0.10
H 1.6754 2.0737 0.0531 0.03 0.06 0.01
H 3.2256 1.7083 0.8455 -0.05 0.01 -0.03
H 1.7479 1.9266 1.8095 0.00 0.07 -0.01



No. 3
42
Properties=species:S:1:pos:R:3:forces:R:3 method="wB97M-V/def2-TZVPD" charge=+1 s_squared=0.76 max_force_ev_per_a=3.5 e_lumo_ev="-5.1 / -10.5" homo_energy_ev="-13.87 / -13.87" energy_ev=-39996.0244 de_lowest_ev=0.3241 homo_lumo_gap_ev="8.738 / 3.386" spin_multiplicity=2
C 24.4616 7.0506 5.3377 0.06 0.54 0.48
N 25.4114 6.2899 4.4650 0.55 1.12 1.86
O 24.9038 5.6458 3.5576 -0.55 -0.73 -1.28
O 26.5969 6.3517 4.6094 -0.43 -0.19 -0.19
H 24.9954 7.4002 6.2214 0.36 -0.04 -0.21
H 23.6265 6.4635 5.7200 0.12 -0.30 -0.57
H 24.1431 7.9000 4.7333 -0.09 -0.11 0.03
C 21.4526 10.4442 6.8261 -0.46 -0.38 -1.85
N 22.8912 10.3540 7.1743 0.25 1.04 1.91
O 23.2999 11.2838 7.8475 0.06 -0.55 -0.46
O 23.5867 9.4229 6.7999 -0.72 0.09 -0.42
H 20.9054 9.5053 6.9110 0.45 -0.06 0.41
H 21.5368 10.6234 5.7543 -0.33 0.05 -0.15
H 20.8960 11.2874 7.2350 0.71 -0.18 0.52
C 20.8947 5.2048 3.2600 -0.73 -1.06 0.74
N 21.7459 5.3773 2.0518 -2.09 -0.83 0.91
O 22.0009 6.5076 1.7788 1.37 2.60 -0.39
O 21.9625 4.4409 1.3481 0.74 -1.30 -0.47
H 20.4628 4.2041 3.2668 0.12 0.06 -0.41
H 20.0899 5.9391 3.2255 0.36 0.13 -0.01
H 21.4570 5.2543 4.1925 0.31 0.49 -0.31
C 25.1636 6.6193 0.6132 -0.22 -1.55 0.61
N 25.2299 8.0385 0.7859 1.03 2.18 -2.58
O 25.4567 8.7035 -0.2426 -0.71 -0.91 3.24
O 25.0389 8.5240 1.9195 0.14 -0.39 -0.94
H 24.1085 6.3886 0.7608 -0.17 -0.25 -0.50
H 25.6787 6.0805 1.4085 0.21 0.31 0.22
H 25.6182 6.3276 -0.3335 -0.38 0.31 -0.04
C 22.2539 5.1812 9.6462 0.64 -1.05 0.68
N 23.2904 5.7542 8.7284 -1.06 0.11 -1.12
O 23.0745 6.8945 8.3325 0.61 -0.56 0.11
O 24.2124 5.0363 8.3597 -0.72 0.79 0.50
H 22.1655 4.1204 9.4120 0.22 0.10 0.00
H 21.2558 5.6191 9.6356 0.58 0.60 -0.41
H 22.7251 5.2749 10.6246 -0.30 -0.05 0.13
C 21.4731 9.6519 2.9704 -1.66 0.21 -0.02
N 20.0093 9.2822 2.6020 1.93 -0.93 -1.63
O 19.5914 9.7155 1.5380 -0.20 0.01 1.51
O 19.5721 8.3338 3.2250 -0.86 0.50 0.24
H 21.4511 10.6133 3.4835 0.11 -0.01 -0.25
H 21.9370 9.7040 1.9854 0.36 -0.03 0.47
H 21.7556 8.8466 3.6484 0.36 0.21 -0.36



No. 4
26
Properties=species:S:1:pos:R:3:forces:R:3 method="wB97M-V/def2-TZVPD" charge=+1 max_force_ev_per_a=2.7 e_lumo_ev=-8.8 homo_energy_ev=-15.20 energy_ev=-10039.2131 de_lowest_ev=6.6181 homo_lumo_gap_ev=6.417 spin_multiplicity=1
C 2.2722 -0.1068 0.7281 1.37 -0.79 -0.33
C 1.1175 -0.7340 -0.0938 -0.54 1.95 1.15
C 0.4875 0.1838 -1.1814 -1.25 -2.37 -0.38
C -0.3630 -0.7050 -2.1137 0.25 0.44 -0.51
C -0.4417 1.1827 -0.4289 1.97 1.02 0.25
C -1.3201 2.0395 -1.3131 -0.91 -0.55 0.27
N 0.2425 -1.4163 0.6995 1.64 -0.34 -1.03
H 3.0699 0.1951 0.0488 -0.16 0.15 -0.07
H 2.7354 -0.8710 1.3600 -0.09 0.08 0.14
H 1.9921 0.7386 1.3493 -0.57 -0.06 -0.13
H 1.5878 -1.5532 -0.7220 -0.22 -0.34 0.16
H 1.3404 0.4822 -1.7908 -0.16 0.95 0.25
H -1.1812 -1.2403 -1.6346 0.06 0.04 0.31
H 0.2627 -1.4155 -2.6615 -0.07 -0.04 0.08
H -0.8095 -0.0551 -2.8647 -0.07 -0.10 -0.07
H 0.2038 1.8718 0.1324 0.04 -0.05 -0.06
H -0.9127 0.6206 0.3782 -0.69 -0.02 -0.43
H -1.7944 2.7905 -0.6819 0.11 0.17 -0.07
H -2.1418 1.4532 -1.7253 0.04 0.02 -0.18
H -0.8049 2.5355 -2.1321 0.23 -0.01 0.09
H -0.4911 0.0242 3.5778 0.02 -0.62 -0.08
H -6.0736 -2.3952 3.2199 0.00 -0.06 -0.07
H 0.8502 -1.7085 1.4887 -0.35 -0.41 0.06
H -6.1130 -2.8594 2.6399 0.01 0.06 0.07
H -0.4116 -0.6309 2.1035 -1.07 -0.47 0.87
O -0.4048 0.1668 2.6299 0.38 1.35 -0.27



No. 5
26
Properties=species:S:1:pos:R:3:forces:R:3 method="wB97M-V/def2-TZVPD" charge=+1 max_force_ev_per_a=4.2 e_lumo_ev=-3.3 homo_energy_ev=-14.37 energy_ev=-10043.8623 de_lowest_ev=1.9689 homo_lumo_gap_ev=11.100 spin_multiplicity=1
C -0.0448 -0.7015 -2.3860 1.79 1.60 1.79
C -0.2327 -1.1827 -0.9442 -3.32 -1.29 -0.15
C -0.8475 -0.0845 -0.0287 -2.40 0.28 -1.92
C -1.3780 -0.7183 1.2420 -0.70 0.10 -0.71
C -0.1304 1.2144 0.3323 2.99 0.09 0.55
C -1.1443 2.1193 0.9331 -3.23 2.49 1.03
N 1.0720 -1.6338 -0.2816 -0.68 4.10 -0.64
H 0.2980 -1.4568 -3.0061 0.62 -1.67 -1.26
H 0.7421 0.1161 -2.4403 -1.00 -0.70 0.12
H -0.9617 -0.3320 -2.7857 -0.67 0.30 -0.05
H -1.0840 -2.0960 -0.9488 2.69 2.16 0.13
H -1.8236 0.3119 -0.6472 2.27 -1.24 1.25
H -2.2529 -1.3167 1.0179 0.09 -0.57 0.05
H -1.7469 0.0626 1.8563 -0.25 0.37 0.79
H -0.6416 -1.2516 1.8096 0.44 -0.50 0.33
H 0.4101 1.8069 -0.5202 -0.96 -1.45 1.27
H 0.6650 1.0084 1.1727 -1.23 0.34 -1.75
H -1.6136 1.8462 1.9877 1.80 0.94 -1.89
H -2.0997 2.0578 0.3450 0.74 0.06 0.07
H -0.9036 3.2447 0.8202 -0.05 -1.89 0.78
H 1.4663 -0.6233 -0.1165 0.28 -2.13 0.33
H 1.6845 -2.1612 -0.8368 1.04 -0.79 -1.43
H 0.9637 -2.1335 0.5649 -0.50 -0.32 1.36
H 3.4364 -0.1324 1.1376 0.82 0.37 0.19
H 3.3207 1.4451 0.7927 -0.16 -1.31 0.26
O 2.8465 0.5907 0.9304 -0.40 0.65 -0.52



No. 6
26
Properties=species:S:1:pos:R:3:forces:R:3 method="wB97M-V/def2-TZVPD" smiles=CCCCCC.O.O charge=0 max_force_ev_per_a=4.7 e_lumo_ev=0.1 homo_energy_ev=-10.23 energy_ev=-10607.0615 de_lowest_ev=1.8868 homo_lumo_gap_ev=10.284 spin_multiplicity=1
C 1.1067 -2.7377 1.4308 -3.66 -0.44 -1.90
C 0.6411 -1.3648 0.8597 3.63 -0.74 0.30
C -0.5401 -1.5382 -0.0280 -0.51 -0.69 -0.93
C -1.7707 -1.5301 0.9530 0.48 -0.21 -2.69
C -2.2496 -0.0902 1.1123 -0.20 0.48 -0.26
C -3.0246 0.5954 -0.0592 2.09 -0.26 0.09
H 1.9341 -2.6479 2.0315 2.19 -0.17 1.13
H 0.2539 -3.0389 2.0589 0.41 -0.21 0.24
H 1.0912 -3.5608 0.6439 0.77 1.18 0.84
H 0.5773 -0.6891 1.7370 -1.00 -0.24 -0.45
H 1.5211 -0.8795 0.3758 -0.49 -0.50 -0.31
H -0.4616 -0.7204 -0.7973 -1.01 -0.53 0.75
H -0.5724 -2.5358 -0.6903 0.61 1.96 1.67
H -1.4643 -1.9828 1.9318 -0.49 0.34 -0.97
H -2.4696 -2.1989 0.3698 -0.17 0.83 1.38
H -2.9204 -0.1379 1.9066 -1.28 0.17 1.69
H -1.4429 0.6044 1.4688 -0.40 -0.82 -0.42
H -3.8775 1.1761 0.2253 -0.49 0.13 0.44
H -3.2810 -0.0720 -0.8570 -0.38 -0.64 -0.29
H -2.3068 1.2761 -0.5044 -0.08 0.37 -0.32
O 2.6013 2.6105 -0.4542 -0.16 0.93 0.65
H 2.8529 2.1108 -1.1946 0.19 -2.46 -1.32
H 2.9290 3.4094 -0.8554 -0.04 1.50 0.70
O 3.4992 4.8914 -4.2697 2.72 -1.26 3.66
H 3.0340 4.1570 -3.7957 -0.03 0.81 -0.98
H 4.3398 4.8937 -3.5996 -2.69 0.46 -2.71



No. 7
27
Properties=species:S:1:pos:R:3:forces:R:3 method="wB97M-V/def2-TZVPD" smiles="C/C=C/CCC.O.O.O" charge=0 max_force_ev_per_a=2.6 e_lumo_ev=0.6 homo_energy_ev=-9.33 energy_ev=-12654.9695 de_lowest_ev=1.3147 homo_lumo_gap_ev=9.963 spin_multiplicity=1
C -0.2313 -2.4470 2.0560 -1.17 -0.44 0.90
C 0.4583 -1.4326 1.2357 0.37 0.11 -0.53
C 0.8062 -1.5849 -0.0307 0.15 -0.38 -1.17
C 1.4140 -0.5656 -0.9416 1.92 0.55 1.30
C 0.7865 -0.4241 -2.3078 -1.97 1.45 -0.74
C 0.6887 1.0720 -2.6933 0.13 0.21 1.17
H -1.3266 -2.4123 1.9928 0.03 0.31 -0.49
H -0.1291 -2.2617 3.1228 0.58 -0.18 0.11
H 0.0062 -3.4814 1.8180 0.40 0.05 -0.02
H 0.7468 -0.4940 1.7002 0.02 0.08 -0.03
H 0.5825 -2.4991 -0.5772 -0.17 -0.28 0.40
H 1.5876 0.3296 -0.3114 -1.29 0.53 -0.57
H 2.5136 -0.6252 -1.0620 -0.17 -1.29 -0.31
H 1.2564 -0.9681 -3.1247 0.48 -0.18 0.32
H -0.2581 -0.7511 -2.3288 0.09 -0.41 0.38
H 1.6713 1.4552 -2.4008 0.06 0.63 -0.96
H -0.0130 1.6275 -2.0624 0.00 -0.51 0.44
H 0.2852 1.3423 -3.6676 0.82 -0.43 -0.44
O -0.8151 0.2663 3.6825 0.11 0.14 -0.22
H -0.2232 0.1345 2.9313 -0.18 -0.08 0.25
H -1.1361 1.1606 3.5340 -0.13 0.10 0.15
O -2.5688 1.0697 -1.6315 0.64 0.59 -0.52
H -3.3214 1.6213 -1.8525 -0.17 -0.10 0.11
H -2.8823 0.3227 -1.1425 -0.46 -0.53 0.41
O 0.3249 2.7730 0.3924 -0.04 0.15 0.22
H 0.5977 1.8540 0.4628 -0.03 -0.03 -0.15
H 0.9261 3.1656 -0.2471 0.01 -0.05 -0.03